1.
Here is a cluster of 9 separate species, C28H51Br8N5 in total at a distorted geometry from the Open Molecules 2025 dataset. Energies are from wB97M-V/def2-TZVPD.

XYZ file:
```
92
Properties=species:S:1:pos:R:3
Br 2.585 -4.158 3.929
C 2.917 -2.446 3.009
C 3.995 -1.704 3.809
Br 3.846 0.239 3.494
H 1.986 -1.878 3.023
H 3.261 -2.650 1.995
H 5.021 -2.072 3.814
H 3.770 -1.813 4.870
Br -4.486 -0.142 -2.436
C -5.537 -1.494 -1.432
C -4.777 -2.396 -0.434
Br -4.069 -1.240 1.070
H -6.124 -2.047 -2.165
H -6.368 -1.015 -0.914
H -3.944 -2.943 -0.876
H -5.343 -3.180 0.070
Br -0.752 -5.302 1.349
C -0.682 -5.375 3.350
C -1.952 -6.169 3.801
Br -1.643 -8.144 3.482
H -0.668 -4.354 3.732
H 0.286 -5.828 3.560
H -2.825 -5.803 3.260
H -2.108 -5.938 4.854
Br -0.739 0.245 -2.846
C 0.986 0.208 -3.769
C 1.179 1.599 -4.491
Br 3.025 1.832 -5.211
H 0.802 -0.476 -4.597
H 1.790 -0.136 -3.118
H 1.050 2.413 -3.778
H 0.405 1.798 -5.232
C -3.206 2.728 1.200
C -3.201 3.536 2.495
C -2.156 2.988 3.452
C -2.343 1.627 3.997
N -2.492 0.563 4.490
H -2.333 2.882 0.566
H -3.954 3.166 0.538
H -3.475 1.686 1.372
H -4.222 3.623 2.864
H -2.939 4.570 2.267
H -2.088 3.671 4.299
H -1.156 2.958 3.020
C 4.720 -0.039 -0.636
C 4.959 1.431 -0.201
C 3.630 2.236 -0.085
C 3.941 3.649 -0.161
N 4.170 4.808 -0.189
H 4.324 -0.049 -1.651
H 4.165 -0.578 0.132
H 5.708 -0.495 -0.692
H 5.582 1.919 -0.950
H 5.435 1.457 0.780
H 3.137 2.191 0.886
H 2.888 1.992 -0.845
C -1.640 -3.026 -2.933
C -1.321 -4.416 -3.518
C -1.997 -5.506 -2.665
C -3.454 -5.333 -2.563
N -4.580 -5.232 -2.383
H -1.505 -3.030 -1.851
H -2.675 -2.805 -3.190
H -0.896 -2.258 -3.148
H -0.239 -4.519 -3.437
H -1.502 -4.418 -4.593
H -1.542 -5.701 -1.695
H -1.910 -6.412 -3.264
C 0.324 1.013 1.557
C -0.477 -0.312 1.678
C -0.409 -1.426 0.535
C 0.903 -1.516 -0.179
N 1.917 -1.597 -0.688
H 0.072 1.533 0.633
H 1.343 0.633 1.476
H 0.171 1.562 2.486
H -1.502 0.017 1.851
H -0.168 -0.771 2.618
H -1.122 -1.042 -0.194
H -0.868 -2.339 0.915
C 2.236 5.800 -2.802
C 1.486 6.956 -2.123
C 1.453 6.645 -0.616
C 0.843 5.345 -0.261
N 0.317 4.332 0.057
H 1.735 4.859 -2.573
H 3.273 5.742 -2.473
H 2.085 6.015 -3.860
H 0.431 7.040 -2.383
H 1.893 7.933 -2.384
H 0.932 7.418 -0.052
H 2.412 6.664 -0.097
```

Results
Structure (SMILES): BrCCBr.BrCCBr.BrCCBr.BrCCBr.CCCC#N.CCCC#N.CCCC#N.CCCC#N.CCCC#N
HOMO-LUMO gap, eV: 10.458
DFT total energy, eV: -597651.4915

2.
Here is a cluster of 7 separate species, C28H51N3O19 in total at a distorted geometry from the Open Molecules 2025 dataset. Energies are from wB97M-V/def2-TZVPD.

XYZ file:
```
101
Properties=species:S:1:pos:R:3
H -0.158 5.926 -2.073
N 0.729 5.645 -2.583
C 0.302 4.808 -3.622
C -1.318 4.541 -3.724
C -1.828 3.184 -2.920
C -3.467 3.102 -3.246
N -4.770 3.284 -3.165
C -1.193 1.833 -3.675
O -1.409 1.866 -5.154
C -0.070 1.721 -5.808
C -1.534 3.198 -1.309
C 0.036 2.775 -0.915
N 1.344 2.719 -0.889
C -2.493 2.218 -0.412
C -3.375 3.166 0.632
H 1.127 4.353 -4.317
H -1.571 4.457 -4.878
H -1.959 5.475 -3.339
H -0.045 1.702 -3.489
H -1.842 0.915 -3.291
H -0.134 1.967 -6.972
H 0.730 2.475 -5.374
H 0.297 0.588 -5.756
H -1.754 4.311 -0.935
H -3.143 1.458 -1.019
H -1.798 1.556 0.297
H -2.576 3.563 1.426
H -4.153 2.543 1.270
H -3.827 4.122 0.130
C 1.241 -3.016 -1.987
O 0.603 -3.906 -2.901
C -0.579 -3.452 -3.389
O -1.107 -2.386 -3.114
O -1.071 -4.390 -4.238
C -2.321 -4.044 -4.832
H 2.175 -3.480 -1.660
H 1.480 -2.067 -2.476
H 0.612 -2.851 -1.106
H -2.224 -3.136 -5.436
H -3.092 -3.921 -4.065
H -2.620 -4.864 -5.491
C 7.420 1.522 1.924
O 6.276 2.366 1.803
C 5.701 2.355 0.574
O 6.079 1.704 -0.388
O 4.634 3.192 0.600
C 3.928 3.282 -0.635
H 7.797 1.609 2.947
H 7.149 0.477 1.745
H 8.210 1.843 1.237
H 3.518 2.307 -0.917
H 4.578 3.673 -1.425
H 3.096 3.978 -0.499
C -6.671 0.719 5.465
O -5.340 0.370 5.842
C -4.406 0.618 4.890
O -4.617 1.096 3.786
O -3.197 0.243 5.378
C -2.111 0.448 4.477
H -7.333 0.478 6.300
H -6.746 1.792 5.264
H -6.990 0.137 4.594
H -2.004 1.511 4.236
H -2.248 -0.144 3.567
H -1.194 0.114 4.971
C -6.245 -2.331 3.280
O -6.883 -3.221 2.366
C -8.065 -2.767 1.877
O -8.593 -1.701 2.153
O -8.557 -3.704 1.028
C -9.807 -3.359 0.434
H -5.310 -2.795 3.607
H -6.006 -1.381 2.790
H -6.874 -2.166 4.161
H -9.710 -2.451 -0.169
H -10.578 -3.235 1.201
H -10.105 -4.179 -0.225
C 2.237 -5.302 -4.277
O 3.490 -5.982 -4.333
C 4.559 -5.168 -4.518
O 4.524 -3.953 -4.634
O 5.675 -5.939 -4.552
C 6.886 -5.211 -4.743
H 1.454 -6.050 -4.127
H 2.214 -4.605 -3.433
H 2.039 -4.780 -5.218
H 7.049 -4.510 -3.918
H 6.874 -4.685 -5.703
H 7.713 -5.927 -4.754
C 7.016 0.607 8.935
O 6.047 1.278 8.132
C 6.109 0.974 6.811
O 6.899 0.203 6.289
O 5.140 1.677 6.172
C 5.087 1.454 4.764
H 6.874 0.925 9.972
H 6.875 -0.477 8.885
H 8.030 0.881 8.627
H 4.868 0.404 4.547
H 6.023 1.762 4.288
H 4.277 2.065 4.356
```

Results
Energy above the lowest of the compared OMol25 structures with the same formula, charge and spin, kcal per mole: 184.13
Structure (SMILES): [H]/N=C\C[C@@](C#N)(COC)[C@H](C#N)CC.COC(=O)OC.COC(=O)OC.COC(=O)OC.COC(=O)OC.COC(=O)OC.COC(=O)OC
HOMO-LUMO gap, eV: 10.371
DFT total energy, eV: -73225.7416

3.
Here is a structure of composition C28H52AlCl2FN5NaO4P at a distorted geometry from the Open Molecules 2025 dataset. Energies are from wB97M-V/def2-TZVPD.

XYZ file:
```
95
Properties=species:S:1:pos:R:3
C -5.981 3.540 -2.593
C -5.143 4.108 -1.285
C -3.647 4.592 -1.771
N -2.649 3.615 -1.128
N -1.999 2.915 -2.134
C -2.301 1.439 -2.284
O -3.233 0.782 -2.994
C -1.119 0.768 -1.362
C -0.945 -0.761 -0.778
C 0.396 -1.062 0.134
C 1.548 0.098 0.479
C 2.877 -0.213 1.445
C 2.429 -1.345 2.592
C 3.357 -1.241 3.938
C 2.594 -0.676 5.273
C 1.371 0.376 4.987
C 0.677 0.680 6.478
C -0.467 1.854 6.436
C -2.021 1.291 6.372
C -2.247 0.049 5.325
C -3.835 -0.476 5.315
O -4.000 -1.791 5.988
C -3.486 -2.882 5.117
C 1.386 1.635 -0.155
C 0.032 1.897 -1.059
C -0.528 3.244 -1.819
O 0.164 4.371 -2.048
H -5.495 3.835 -3.627
H -7.039 4.047 -2.552
H -6.019 2.362 -2.540
H -4.996 3.289 -0.435
H -5.686 5.038 -0.785
H -3.421 5.708 -1.420
H -3.561 4.607 -2.957
H -1.979 4.209 -0.564
H -1.746 -1.594 -0.997
H 0.562 -2.124 0.610
H 3.716 -0.653 0.721
H 3.307 0.770 1.939
H 1.274 -1.366 2.779
H 2.694 -2.394 2.086
H 3.693 -2.358 4.196
H 4.381 -0.675 3.701
H 3.404 -0.079 5.909
H 2.153 -1.576 5.878
H 1.695 1.408 4.539
H 0.501 -0.034 4.321
H 0.223 -0.315 6.931
H 1.547 1.021 7.214
H -0.386 2.434 7.476
H -0.280 2.679 5.611
H -2.466 1.023 7.435
H -2.676 2.198 5.971
H -1.584 -0.888 5.569
H -2.042 0.416 4.223
H -4.483 0.342 5.864
H -4.202 -0.537 4.191
H -2.313 -2.918 5.230
H -3.939 -3.936 5.403
H -3.742 -2.701 3.981
H 2.172 2.494 0.020
O 3.700 -1.969 -2.712
P 2.585 -1.958 -3.787
N 3.434 -3.048 -4.841
C 3.381 -3.029 -6.306
C 3.352 -4.450 -4.414
N 3.030 -0.320 -4.223
C 3.533 0.086 -5.521
C 3.829 0.425 -3.213
N 1.305 -1.946 -5.023
C 0.481 -0.698 -5.061
C 0.263 -2.962 -4.713
H 2.400 -3.305 -6.708
H 4.103 -3.737 -6.734
H 3.667 -2.069 -6.730
H 2.368 -4.883 -4.599
H 3.561 -4.551 -3.342
H 4.073 -5.080 -4.945
H 4.544 -0.298 -5.705
H 3.568 1.176 -5.599
H 2.878 -0.219 -6.341
H 4.871 0.097 -3.211
H 3.411 0.313 -2.206
H 3.818 1.508 -3.411
H 0.037 -0.487 -4.080
H -0.326 -0.791 -5.798
H 1.018 0.199 -5.372
H -0.177 -2.787 -3.723
H 0.650 -3.970 -4.726
H -0.537 -2.944 -5.461
Na -6.174 1.639 -0.691
Cl 1.330 0.430 -6.821
F -3.940 0.633 8.439
Al -6.219 -0.078 5.082
Cl 5.680 -1.466 -1.893
```

Results
HOMO-LUMO gap, eV: 3.369
Charge: +1
DFT total energy, eV: -93546.1458

4.
Here is a structure of composition C28H52Cl2FeN3O4Si2 at a distorted geometry from the Open Molecules 2025 dataset. Energies are from wB97M-V/def2-TZVPD.

XYZ file:
```
92
Properties=species:S:1:pos:R:3
C -2.335 -0.174 -5.636
C -1.448 -0.959 -4.691
H -1.770 0.522 -6.290
H -3.089 0.412 -5.093
H -2.838 -0.914 -6.281
C -0.657 -2.027 -5.145
C -0.590 -2.542 -6.527
H -0.154 -2.623 -4.386
H -0.008 -1.896 -7.196
H -1.569 -2.771 -6.972
H -0.047 -3.494 -6.435
Fe -0.009 1.649 1.018
Cl -2.080 1.741 1.798
C -0.494 -2.118 1.351
O 0.184 -1.328 0.685
N 0.013 -3.116 2.120
C 1.408 -3.130 2.532
C -0.850 -4.123 2.724
H -1.610 -2.101 1.367
H 2.007 -2.568 1.813
H 1.733 -4.176 2.580
H 1.521 -2.688 3.534
H -1.810 -4.158 2.185
H -1.037 -3.898 3.788
H -0.360 -5.107 2.659
H 1.692 2.664 3.737
H -1.155 3.910 4.547
C 1.684 3.768 3.701
C -0.628 4.730 4.036
N 0.413 4.231 3.157
H 2.502 4.090 3.033
C 0.172 3.995 1.861
O 1.060 3.530 1.087
H -1.341 5.271 3.401
H -0.864 4.206 1.525
H 1.817 4.145 4.728
H -0.185 5.401 4.780
H 1.606 0.520 -3.524
H 2.539 -2.425 -3.538
C 2.636 0.367 -3.166
C 3.205 -2.026 -2.753
N 2.692 -0.754 -2.233
H 2.971 1.271 -2.647
C 2.781 -0.498 -0.866
O 2.905 0.608 -0.340
H 3.274 -2.763 -1.935
H 2.723 -1.447 -0.285
H 3.269 0.146 -4.035
H 4.204 -1.886 -3.201
O -0.931 -0.071 -3.626
C -1.869 -1.036 -3.167
C -0.095 -2.647 -2.254
C -1.424 -2.184 -2.350
H 0.679 -2.070 -2.758
C 0.187 -3.850 -1.604
H -2.879 -0.656 -2.903
C -2.462 -2.974 -1.800
H 1.221 -4.187 -1.537
C -0.839 -4.606 -1.027
C -2.179 -4.191 -1.171
H -3.497 -2.629 -1.898
H -0.606 -5.539 -0.503
H -2.991 -4.813 -0.789
Si -0.551 3.051 -2.432
Cl -0.165 1.064 -1.099
C 1.021 3.947 -1.933
C -1.881 3.992 -1.514
C -0.716 3.065 -4.286
H 1.312 3.674 -0.911
H 0.865 5.036 -1.920
H 1.874 3.729 -2.583
H 0.220 2.763 -4.786
H -0.933 4.103 -4.610
H -1.527 2.416 -4.646
H -2.287 3.427 -0.669
H -2.724 4.292 -2.147
H -1.470 4.921 -1.093
C 1.626 0.246 6.700
Si 0.159 0.197 5.555
C -0.635 -1.506 5.455
C -1.165 1.491 5.976
C 0.801 0.645 3.894
C 0.706 0.985 2.703
H 1.373 -0.025 7.733
H 2.078 1.248 6.692
H 2.376 -0.459 6.315
H -1.366 -1.674 6.261
H -1.168 -1.603 4.496
H 0.110 -2.312 5.507
H -0.739 2.372 6.475
H -1.653 1.832 5.053
H -1.940 1.068 6.630
```

Results
Energy above the lowest of the compared OMol25 structures with the same formula, charge and spin, kcal per mole: 79.07
Multiplicity: 6
HOMO-LUMO gap (spin up / spin down), eV: 7.995 / 7.057
DFT total energy, eV: -117726.0968

5.
Here is a cluster of 2 separate species, C28H52Cl3NO5S in total at a distorted geometry from the Open Molecules 2025 dataset. Energies are from wB97M-V/def2-TZVPD.

XYZ file:
```
90
Properties=species:S:1:pos:R:3
C -9.179 5.287 -1.530
C -8.015 6.040 -2.235
C -7.030 5.041 -2.880
C -5.850 5.744 -3.619
C -4.459 5.287 -3.096
C -3.375 5.190 -4.207
C -3.296 3.767 -4.806
C -2.621 2.767 -3.849
C -2.539 1.333 -4.439
C -1.354 0.525 -3.837
C -1.688 -0.946 -3.550
C -0.428 -1.845 -3.526
C 0.136 -2.023 -2.084
C 0.470 -3.474 -1.705
C 0.529 -3.632 -0.156
C 1.984 -3.328 0.333
C 2.645 -4.554 1.030
C 2.229 -4.655 2.512
C 3.158 -3.903 3.505
S 2.835 -4.788 5.133
N 2.843 -2.498 3.831
C 3.639 -1.666 3.246
C 3.514 -0.180 3.484
Cl 4.814 0.676 2.592
C 3.715 0.058 5.072
C 2.426 0.585 5.729
Cl 5.149 1.061 5.455
C 4.610 -2.457 2.373
C 4.666 -3.790 3.239
C 5.523 -3.330 4.474
C 6.460 -4.520 4.884
C 7.307 -4.276 6.193
O 6.140 -5.169 6.081
H -9.649 5.983 -0.819
H -9.920 4.939 -2.260
H -8.812 4.433 -0.945
H -7.508 6.715 -1.532
H -8.461 6.638 -3.045
H -6.601 4.379 -2.113
H -7.586 4.456 -3.628
H -5.906 6.838 -3.488
H -5.912 5.567 -4.706
H -4.136 5.996 -2.319
H -4.537 4.302 -2.614
H -2.421 5.514 -3.763
H -3.610 5.917 -5.004
H -2.790 3.773 -5.784
H -4.344 3.460 -4.996
H -1.597 3.106 -3.637
H -3.165 2.738 -2.894
H -2.441 1.447 -5.532
H -3.496 0.815 -4.254
H -0.497 0.656 -4.510
H -1.115 1.003 -2.863
H -2.349 -1.340 -4.345
H -2.259 -1.011 -2.610
H 0.336 -1.359 -4.150
H -0.648 -2.816 -4.003
H -0.583 -1.549 -1.404
H 1.082 -1.461 -2.062
H -0.279 -4.177 -2.108
H 1.452 -3.758 -2.118
H -0.163 -2.889 0.268
H 0.177 -4.628 0.151
H 1.887 -2.561 1.121
H 2.578 -2.977 -0.519
H 3.728 -4.584 0.847
H 2.234 -5.443 0.524
H 2.184 -5.704 2.816
H 1.213 -4.235 2.597
H 1.505 -4.547 5.299
H 2.124 -2.095 4.428
H 2.537 0.194 3.152
H 3.927 -0.924 5.513
H 2.668 0.980 6.723
H 1.751 -0.268 5.916
H 1.939 1.336 5.097
H 5.602 -2.006 2.266
H 4.233 -2.547 1.343
H 5.116 -4.658 2.752
H 4.917 -3.122 5.363
H 6.240 -2.545 4.212
H 6.931 -5.087 4.073
H 7.070 -3.230 6.367
H 8.236 -4.671 5.786
O -0.548 2.968 -1.281
Cl 0.833 2.540 -1.248
O 1.537 3.249 -0.204
O 1.453 2.811 -2.523
O 0.886 1.112 -0.978
```

Results
HOMO-LUMO gap, eV: 5.514
DFT total energy, eV: -89996.7893

> Among the records above, which one has the lowest DFT total energy?

C28H51Br8N5

> Which value of DFT total energy does entry 3 give?

-93546.1458 eV